DFT (ωB97M-V with the def2-TZVPD basis set) results for a molecular structure, C5H3N.

```
! RIJCOSX wB97M-V def2-TZVPD def2/J DEFGRID3
* xyz 0 1
N 1.082 -1.058 -0.153
C -0.276 -0.748 0.273
C 0.788 0.887 0.011
C -1.573 -0.116 -0.003
C -0.447 0.728 0.390
C 1.865 0.120 -0.192
H -2.192 0.000 -0.895
H -2.207 -0.178 0.825
H 2.959 0.365 -0.256
*
```

Summary:
**Gap between HOMO and LUMO**: 8.55 eV
**Molar mass**: 77.1 g/mol
**Electronic energy**: -246.78127 Eh
**HOMO energy**: -9.0 eV
**ΔE to the lowest compared entry with this formula, charge and spin**: 527.07 kJ/mol